Here is 3 unconnected molecules or ions with the total composition C47H46F5N2O4Si at a distorted geometry from the OMol25 dataset. Energies are from the ωB97M-V functional and the def2-TZVPD basis.

The total energy comes out at -3017.4716 Ha. As for the net charge: +1. The value obtained for the LUMO energy is -2.896 eV. The strongest force on any atom is 5.8 eV/Å.

Positions of all 105 atoms, in Å:
C (-0.64, -0.48, 3.17)
F (1.82, -0.57, -1.00)
O (-7.69, -0.65, -2.16)
C (-5.60, 4.12, 0.51)
H (-12.66, -1.56, -5.51)
N (1.58, 0.34, 2.33)
H (-6.18, 2.61, -1.24)
H (3.75, 6.23, 2.44)
H (6.07, 3.28, 2.84)
C (9.09, -2.29, -1.84)
H (4.99, 1.08, 2.95)
H (-3.37, -0.69, 5.18)
C (-6.74, -1.91, -5.40)
H (-0.49, 0.11, 4.13)
F (0.45, -1.62, 1.31)
C (-5.04, 1.50, 0.51)
F (2.40, 1.61, -1.09)
H (4.37, 1.64, 0.47)
H (-1.12, -1.48, 3.48)
H (0.93, 1.16, 2.29)
H (11.28, -3.79, -1.32)
C (-5.69, 2.75, -0.21)
C (9.54, -2.79, -0.52)
H (-6.05, 5.04, 0.01)
C (-10.54, -1.82, -5.79)
H (1.64, 0.36, 4.56)
H (-10.65, -2.18, -6.81)
C (10.70, -3.55, -0.43)
C (-4.34, 1.73, 1.88)
C (-7.81, -1.06, -3.30)
F (0.38, 0.96, -0.14)
C (1.75, 0.66, -0.27)
H (3.22, -0.21, 3.63)
H (-3.46, -2.29, -6.17)
C (-4.26, -1.44, 2.14)
O (6.90, -1.47, 1.55)
H (-3.22, -1.33, -3.90)
H (-3.50, -2.26, 2.43)
O (-8.20, -2.57, -7.11)
H (-5.22, -0.77, -2.58)
H (-4.83, 0.36, 4.84)
C (8.80, -2.50, 0.63)
H (2.23, 2.75, 3.40)
C (-3.70, 0.28, 4.64)
C (3.01, 1.99, 3.76)
C (4.24, 1.89, 2.68)
H (3.10, -0.53, 1.04)
C (7.06, -1.29, -0.79)
H (-5.70, -2.66, -7.13)
H (5.81, -0.07, -4.24)
C (-4.21, -1.50, -4.32)
C (10.41, -3.71, 1.96)
H (12.04, -4.61, 0.88)
C (7.82, -1.54, -1.93)
H (-3.74, 3.17, 3.59)
C (7.37, -1.09, -3.18)
C (2.32, 0.51, 3.66)
C (7.54, -1.73, 0.54)
C (9.25, -2.95, 1.87)
H (10.75, -4.06, 2.93)
H (2.89, 2.68, 1.10)
H (-12.43, -0.76, -3.17)
O (9.76, -2.50, -2.84)
H (-4.86, 5.36, 2.42)
H (3.38, 2.19, 4.82)
H (-3.24, 1.22, 5.13)
H (4.44, 0.32, -2.22)
H (-4.30, -1.41, 0.99)
C (-11.67, -1.47, -5.06)
N (4.26, 4.36, 3.54)
H (2.46, 5.53, 3.54)
C (11.14, -4.01, 0.81)
C (-4.34, -2.04, -5.60)
C (3.52, 1.72, 1.25)
H (-1.58, -0.16, 1.07)
C (-5.60, -2.24, -6.13)
C (5.39, -0.19, -2.14)
C (-4.28, 3.12, 2.59)
H (-10.19, -0.54, -2.15)
C (-5.34, -1.18, -3.57)
C (-10.28, -0.90, -3.17)
C (-1.65, 0.22, 2.15)
H (5.00, 5.02, 3.84)
C (0.78, -0.91, 2.48)
C (-9.28, -1.71, -5.21)
F (1.34, -1.87, 3.39)
C (6.16, -0.41, -3.28)
C (5.84, -0.62, -0.90)
H (-1.35, 1.34, 2.11)
C (2.50, 0.44, 1.16)
C (-4.93, 4.35, 1.90)
H (4.84, 3.78, 1.57)
H (2.76, 4.71, 1.92)
H (8.68, -2.72, 2.77)
H (-5.28, -1.57, 2.64)
C (-6.61, -1.39, -4.11)
C (4.94, 3.37, 2.65)
H (-5.06, 0.45, 0.09)
C (-8.08, -2.10, -5.99)
H (5.24, -0.44, -0.01)
C (3.29, 5.23, 2.79)
C (-9.15, -1.23, -3.91)
Si (-3.49, 0.22, 2.74)
H (7.97, -1.26, -4.07)
C (-11.54, -1.02, -3.74)

=====

Here is 2 unconnected molecules or ions with the total composition C47H46N5OS at a distorted geometry from the OMol25 dataset. Energies are from the ωB97M-V functional and the def2-TZVPD basis.

The total energy comes out at -2565.6065 Ha. As for the net charge: +1. The value obtained for the LUMO energy is -4.606 eV. The strongest force on any atom is 2.6 eV/Å.

Positions of all 100 atoms, in Å:
C (0.15, 0.51, 3.59)
H (-3.79, 0.96, 4.44)
C (2.22, -0.82, 4.08)
C (-2.01, 2.27, 5.78)
H (-1.94, 0.65, -5.39)
C (-3.99, -3.84, -4.62)
C (-3.52, -0.01, 4.04)
C (-4.54, -0.93, 3.83)
H (-2.12, 2.98, 2.39)
C (-1.84, -3.65, 0.32)
S (-0.85, -3.10, 1.67)
C (4.52, -0.80, 4.16)
H (-2.19, 3.33, 6.01)
H (-4.31, -1.90, 3.36)
C (5.91, -0.17, 6.00)
H (-7.78, -2.98, -4.87)
H (0.33, -6.97, 4.58)
N (4.10, -1.19, 2.89)
H (2.17, -1.50, 1.95)
H (-8.88, -2.34, 4.69)
H (-1.57, -6.03, -1.63)
H (-1.93, -3.41, -2.32)
C (-1.53, 2.16, 4.32)
C (-2.36, -5.73, -0.93)
C (-0.65, -7.49, 2.72)
H (-0.21, 4.34, 5.54)
H (-4.32, -4.87, -1.08)
H (-6.41, -2.10, -2.99)
H (-3.04, -0.64, -0.72)
H (-4.65, -2.23, -1.70)
N (-2.59, -2.86, -0.39)
H (-2.65, 3.93, 3.82)
H (-6.51, -2.74, 3.99)
C (-8.15, -1.52, 4.71)
H (4.87, 0.47, 7.79)
C (-4.61, -3.06, -3.64)
C (5.80, -0.60, 4.67)
H (-2.94, 1.72, 5.95)
H (-2.29, 1.72, -1.21)
H (-2.87, -1.58, -4.89)
C (-6.72, -3.23, -4.82)
H (-6.70, -4.42, -6.62)
C (-2.88, -0.28, -1.75)
H (0.40, -4.50, 4.06)
C (-3.15, -1.18, -2.78)
C (0.81, -0.57, 4.47)
C (-2.17, -0.20, 3.77)
C (-0.58, -4.75, 2.18)
C (-2.07, 1.34, -3.34)
H (-1.24, 1.88, 6.46)
H (-7.89, 1.77, 5.60)
H (-4.26, -4.94, -6.46)
C (-5.96, -2.74, -3.75)
C (0.05, 4.13, 4.50)
C (-5.88, -0.70, 4.31)
H (6.66, -0.81, 4.04)
C (-6.84, -1.74, 4.31)
C (-4.74, -4.33, -5.70)
H (2.56, 0.16, 6.79)
C (-2.40, 1.00, -2.02)
H (-3.50, 2.43, 3.38)
N (-1.77, -5.01, 0.20)
H (0.79, -0.24, 5.52)
C (-0.03, -5.22, 3.37)
H (6.89, -0.03, 6.45)
C (-6.30, 0.57, 4.82)
N (-0.21, 2.74, 4.19)
H (-3.56, -5.26, -2.62)
C (-1.11, -5.66, 1.25)
H (-0.70, -8.55, 2.95)
H (-9.58, -0.07, 5.46)
H (-0.56, 4.77, 3.85)
C (0.78, 1.89, 3.79)
H (-1.80, -1.18, 3.45)
C (-0.08, -6.60, 3.64)
C (3.47, -0.06, 6.24)
C (-2.22, 0.41, -4.37)
C (-2.52, 2.92, 3.42)
C (-3.87, -2.48, -2.44)
H (-1.68, 2.34, -3.57)
H (0.21, -1.50, 4.40)
H (-5.58, 1.38, 4.91)
C (-7.61, 0.79, 5.22)
H (4.72, -1.42, 2.12)
H (1.11, 4.34, 4.33)
C (2.72, -1.22, 2.85)
C (-6.11, -4.03, -5.79)
H (-2.92, -4.07, -4.55)
C (3.35, -0.55, 4.94)
H (0.26, 0.22, 2.52)
O (1.95, 2.20, 3.59)
C (-3.36, -4.85, -1.62)
C (-2.75, -0.86, -4.09)
C (4.76, 0.11, 6.77)
H (-2.84, -6.63, -0.55)
H (-1.64, -7.69, 0.78)
C (-8.55, -0.25, 5.15)
C (-2.88, -3.42, -1.73)
N (-1.26, 0.77, 3.89)
C (-1.17, -7.03, 1.51)

=====

Here is a molecular structure, C47H47IrNP2 at a distorted geometry from the OMol25 dataset. Energies are from the ωB97M-V functional and the def2-TZVPD basis.

The expectation value of S² is 8.81. As for the spin multiplicity: 6. For the relative energy (zero: lowest compared OMol25 entry of this formula, charge and spin), the calculation gives 273.7 kJ/mol. The total energy comes out at -2660.0401 Ha. As for the net charge: +2. The value obtained for the LUMO energy (alpha / beta) is -6.085 / -9.898 eV. The strongest force on any atom is 3.6 eV/Å.

Positions of all 98 atoms, in Å:
H (3.46, 0.05, -0.77)
C (-2.61, -4.48, 0.48)
H (1.71, 3.22, 6.38)
H (-0.86, -0.72, 4.83)
H (-3.15, -5.25, 1.03)
C (-1.46, -2.72, -5.69)
C (-3.64, 1.09, 1.35)
H (1.12, -3.87, -3.04)
H (3.51, 3.37, -6.14)
H (3.79, 1.94, -1.16)
C (-0.53, -3.37, 0.02)
H (-0.83, 1.85, -2.95)
H (-0.69, -4.97, 1.41)
C (-2.51, 3.23, 2.96)
H (4.55, 4.12, -0.29)
H (-2.86, 0.07, 4.64)
C (0.49, -1.75, 3.37)
C (1.60, 2.78, 4.25)
H (1.61, 0.81, 7.02)
C (1.35, 0.44, 3.60)
P (1.39, 0.94, -2.19)
H (0.64, 5.77, -1.10)
H (2.06, -0.59, -7.00)
C (0.23, -4.26, -4.96)
C (2.56, 2.33, -4.49)
H (-2.20, -2.41, -6.44)
H (1.25, -0.81, -4.67)
C (0.88, 3.68, -1.53)
C (-1.61, 3.28, 1.78)
H (-3.60, 3.12, 2.70)
C (2.86, -0.87, -0.63)
H (0.55, -3.23, 0.18)
C (-1.67, 2.52, 0.66)
C (1.58, 0.10, 4.98)
H (-2.42, 4.26, 3.39)
H (-0.71, 2.42, 0.14)
C (1.32, 4.92, -1.08)
H (-0.69, 3.92, 1.98)
H (2.68, 3.19, -3.83)
H (-4.32, -3.78, -0.67)
C (2.21, 0.23, -6.29)
H (-3.01, 2.57, 4.93)
H (1.52, -3.15, 2.05)
H (2.97, 6.07, -0.25)
C (-1.06, -0.14, -2.15)
C (0.39, -3.52, -3.78)
C (1.48, 1.80, 3.25)
C (3.02, 2.45, -5.81)
C (-2.77, 0.76, 3.78)
H (2.72, -1.31, -1.65)
H (-2.13, -0.35, -2.30)
C (0.89, -3.04, 2.96)
H (-4.34, 0.38, 0.90)
Ir (1.27, -0.62, 0.49)
P (0.04, -1.51, -1.79)
H (-1.30, 2.12, 4.51)
C (3.52, 4.01, -0.63)
C (-1.24, -4.34, 0.71)
C (-0.39, 1.01, -2.43)
C (-1.29, -1.97, -4.51)
C (-0.91, -2.86, 5.12)
C (1.76, 0.11, -4.96)
H (-3.05, -2.07, -1.89)
H (1.68, 3.82, 3.94)
H (0.74, -5.17, 3.23)
C (-3.20, 0.30, 2.55)
C (-0.70, -3.86, -5.94)
H (3.41, -1.58, -0.02)
C (1.96, 1.15, -4.02)
H (-0.82, -4.44, -6.86)
H (-1.92, -1.08, -4.40)
C (-2.64, 1.46, 0.26)
H (-4.16, 2.02, 1.58)
C (-2.55, -2.68, -1.14)
H (-0.77, -5.06, 5.22)
C (-0.34, -2.36, -3.54)
C (-0.44, -1.69, 4.49)
H (-1.59, -2.79, 5.96)
H (1.52, 1.99, 2.17)
C (-3.26, -3.66, -0.44)
C (1.59, 1.09, 5.97)
H (-3.25, 1.74, -0.63)
H (1.75, -0.93, 5.31)
H (3.24, 1.47, -7.76)
C (-2.35, 2.19, 4.12)
H (0.82, -5.16, -5.13)
C (1.62, 2.45, 5.61)
N (0.95, -0.57, 2.70)
C (-0.45, -4.13, 4.73)
C (2.63, 5.09, -0.62)
H (-0.14, 3.56, -1.90)
C (-1.18, -2.54, -0.88)
C (3.09, 2.77, -1.11)
H (-2.03, 0.60, -0.05)
C (0.42, -4.19, 3.62)
C (2.86, 1.40, -6.73)
C (1.76, 2.59, -1.53)
H (-3.34, -0.78, 2.47)

=====

Here is a molecular structure, C47H47N2OP2RuSi at a distorted geometry from the OMol25 dataset. Energies are from the ωB97M-V functional and the def2-TZVPD basis.

The total energy comes out at -3070.0856 Ha. As for the net charge: +3. The value obtained for the LUMO energy (alpha / beta) is -11.564 / -11.583 eV. The strongest force on any atom is 1.7 eV/Å.

Positions of all 101 atoms, in Å:
H (-2.72, 2.71, -4.39)
H (1.13, 4.95, -2.42)
C (3.52, 0.61, 0.23)
C (-0.11, -2.85, 1.45)
H (-2.21, 5.13, -4.46)
C (-3.85, 4.15, 2.30)
C (-2.08, 4.57, -3.54)
H (-2.44, 1.45, -2.27)
H (-3.57, -1.14, 0.54)
H (-1.07, -5.88, 2.57)
H (0.94, -6.73, -1.60)
C (-0.53, 0.81, 5.45)
H (-6.10, -0.76, -2.89)
C (1.51, -5.87, -1.27)
H (-0.18, 1.84, 5.53)
H (-0.45, -2.61, -2.50)
C (-2.36, 3.21, -3.51)
H (4.07, 2.57, -0.50)
H (3.92, 2.72, -4.77)
C (1.66, 4.03, -2.61)
C (-3.52, 3.50, 3.51)
C (-3.69, -1.03, -0.54)
C (-1.64, 5.22, -2.40)
P (-0.94, -1.18, -0.58)
C (-1.07, -4.98, 1.97)
C (5.46, 1.83, 0.96)
C (3.84, -0.42, 1.12)
H (-3.51, 4.30, 0.19)
H (0.61, -4.14, 3.00)
H (3.20, -1.29, 1.18)
H (-2.75, -5.58, 0.77)
H (0.85, 2.99, -0.91)
C (4.98, -0.33, 1.90)
C (2.19, 1.75, -2.02)
O (-1.63, 2.40, 0.00)
N (-1.05, 1.12, 2.28)
H (3.01, -7.05, -0.26)
C (4.32, 1.75, 0.17)
H (1.45, 0.30, 2.13)
C (5.79, 0.79, 1.82)
C (-2.20, 2.50, -2.33)
C (3.02, -3.67, -0.54)
N (1.46, -2.19, -1.69)
C (1.10, -4.61, -1.64)
H (6.68, 0.85, 2.42)
H (-1.50, 0.73, 5.93)
C (2.51, 3.94, -3.70)
H (-4.11, -0.70, -4.36)
H (5.23, -1.13, 2.59)
C (-3.99, -0.79, -3.29)
C (-4.96, -0.94, -1.09)
H (-4.00, 3.80, 4.43)
C (0.13, -1.80, -2.05)
C (-1.78, 3.17, -1.19)
H (3.41, -1.47, -1.54)
H (-1.27, -2.21, 4.11)
C (-1.95, 2.08, 2.31)
H (2.44, -0.77, -2.83)
C (3.42, -4.94, -0.16)
H (-1.87, -0.85, -3.41)
H (0.19, -0.97, -2.75)
C (-0.12, -4.00, 2.22)
C (1.49, 2.93, -1.78)
C (-2.72, -0.88, -2.75)
H (-2.77, -3.51, -0.57)
P (2.04, 0.43, -0.80)
C (1.84, -3.47, -1.27)
H (-4.60, 4.93, 2.29)
H (2.64, 4.79, -4.36)
C (-1.48, 4.52, -1.21)
C (-2.56, -1.02, -1.37)
C (-2.63, 2.48, 3.52)
C (-1.69, -1.34, 3.61)
H (-5.82, -0.96, -0.44)
H (-2.40, 1.96, 4.43)
H (0.23, -4.52, -2.28)
H (0.16, 0.19, 6.04)
C (-2.28, 2.80, 1.09)
C (2.41, -1.13, -1.80)
H (3.67, 0.79, -3.28)
C (-5.11, -0.82, -2.46)
C (2.67, -6.06, -0.52)
H (6.09, 2.71, 0.91)
Ru (0.09, 0.62, 0.55)
C (1.30, 0.00, 3.18)
H (1.90, 0.71, 3.76)
C (3.23, 2.77, -3.94)
H (4.33, -5.06, 0.41)
C (-2.01, -4.81, 0.96)
H (0.62, -2.06, 1.64)
C (-3.24, 3.80, 1.10)
H (-1.13, 5.02, -0.31)
C (-2.02, -3.65, 0.20)
C (-1.06, -2.67, 0.45)
Si (-0.52, 0.14, 3.71)
H (-1.94, -1.62, 2.59)
C (3.08, 1.68, -3.10)
H (1.73, -0.99, 3.33)
H (3.65, -2.84, -0.26)
H (-2.61, -1.07, 4.13)
H (-1.41, 6.28, -2.43)

=====

- The highest net charge belongs to which entry?
  C47H47N2OP2RuSi

=====

- Look up the net charge of the second one.
  +1

=====

- Look up the strongest force on any atom of the third one.
  3.6 eV/Å

=====

- Number 4 is which compound?
  C47H47N2OP2RuSi